Model A:
ORCA calculation (ωB97M-V with the def2-TZVPD basis set) on a molecular structure, H8LiO4.

The value obtained for the molar mass is 79.0 g/mol. The calculation puts the lowest unoccupied orbital energy at -3.36 eV. As for the net charge: +1. As for the orbital gap: 12.7 eV.

Last column: Löwdin charge in e.
Element x y z (Å)
1 Li -0.20 -0.26 0.02  0.727
2 O -0.49 1.73 -0.47  -0.080
3 H -0.41 2.26 -1.27  0.072
4 H -0.83 2.34 0.20  0.073
5 O -1.50 -0.96 1.22  -0.081
6 H -2.34 -0.61 1.55  0.078
7 H -1.41 -1.84 1.61  0.079
8 O 0.47 -0.92 -1.68  -0.081
9 H 0.40 -1.82 -2.03  0.081
10 H 0.69 -0.37 -2.44  0.075
11 O 1.53 -0.02 1.04  -0.087
12 H 1.73 0.69 1.67  0.072
13 H 2.35 -0.22 0.59  0.070

---

Model B:
ORCA calculation (ωB97M-V with the def2-TZVPD basis set) on a molecular structure, H8LiO4.

The value obtained for the molar mass is 79.0 g/mol. The calculation puts the lowest unoccupied orbital energy at -3.59 eV. As for the net charge: +1. As for the orbital gap: 12.5 eV.

Last column: Löwdin charge in e.
Element x y z (Å)
1 Li -0.25 0.09 -0.09  0.739
2 O -1.39 -0.66 -1.42  -0.040
3 H -1.09 -0.97 -2.19  -0.003
4 H -2.13 -0.03 -1.65  0.113
5 O -1.03 0.95 1.58  -0.097
6 H -1.99 1.26 1.52  0.112
7 H -0.73 1.83 1.83  0.058
8 O 1.73 0.85 -0.72  -0.138
9 H 2.08 1.60 -1.29  0.095
10 H 2.01 1.13 0.22  0.099
11 O 0.70 -1.66 0.62  -0.069
12 H 0.89 -2.05 1.46  0.050
13 H 1.20 -2.33 0.13  0.082

---

model A is the most stable structure shown above.